[1]
Entry from the OMol25 dataset: a structure of composition C38H102F6O19Y (ωB97M-V/def2-TZVPD).

XYZ file:
```
166
Properties=species:S:1:pos:R:3
C 2.30288 3.23319 3.83942
H -3.33709 -2.96478 2.80127
H -1.31640 0.76613 -1.39878
O 3.97529 5.43891 0.51458
H -1.99376 6.30881 -2.87768
F 0.17013 2.73098 -0.30334
H 3.59493 2.15696 -0.20066
O -3.67461 -0.47051 1.62224
C -3.13668 -1.56893 -2.98408
C 3.68653 2.16755 -3.29890
H -3.09790 -3.44533 -1.94565
C 0.17828 1.18621 -4.42158
H -4.41733 -1.91564 3.73062
C -2.44071 2.83045 3.85324
H 1.48509 4.90126 4.93441
C 0.99404 -3.97247 5.17841
H 2.81934 4.46760 -0.94608
H 2.72822 3.88957 3.07413
H 0.59223 6.26818 2.80755
O -1.65333 5.50581 0.37343
H 0.95071 1.36904 -5.18432
H -1.39763 2.34527 -5.34844
C -1.15969 6.18905 -3.56941
H 2.43111 4.06346 0.69551
C -1.26296 0.72727 4.35285
H -2.42078 -4.02959 -4.48126
C 3.27316 4.30237 0.02859
H 3.26209 1.81759 -2.35715
H -0.87251 7.14503 -4.00417
H 3.43126 -0.83957 -4.02090
C -1.03514 -2.79252 0.43821
H 5.09013 -1.60177 0.41862
H 2.97751 2.39656 4.02749
H -4.29612 2.94944 -2.35306
H -4.33331 -2.17240 0.64657
H 2.74658 -1.38154 3.14521
O 4.62219 -1.78904 1.23797
H 4.42870 -6.33212 -0.17770
C 2.69415 -5.01533 -0.24916
C -0.90311 -0.53878 3.59873
H 2.71410 -3.03057 2.50342
O -0.45132 -0.02576 -4.83717
H 2.94589 -8.11946 0.54001
H -3.06003 4.45590 0.31548
H -0.62401 4.27730 1.67438
H 4.02997 -2.00207 -5.87109
H -0.58184 -1.59488 -1.29290
O -2.27725 1.59457 0.13924
H 1.39693 2.80330 3.40670
H 0.51402 -1.43037 0.01950
H 0.98885 -2.88557 5.27240
H -0.48187 -3.78903 -3.04701
C 0.00548 5.56234 -2.80084
C 3.22259 -1.57005 1.02961
H 3.02518 -0.51999 0.78077
O 3.47926 4.51837 5.39153
H 3.37808 -4.16774 -0.31006
H 2.96624 -2.14449 0.13381
H -0.17962 -1.13245 4.15581
H -2.55674 -1.10231 -2.18040
H 4.24337 4.54575 -4.69868
C -0.10327 -4.38102 4.21933
H -0.68759 -5.48850 -2.48634
H 2.26447 -5.23195 -1.22735
F -1.44597 2.94533 6.01812
C -4.03881 4.00961 -2.29237
H 1.86792 -2.25582 -2.45223
O -2.28917 -4.97335 -4.63380
C -4.50793 4.69192 -1.01869
H -0.85623 -6.36398 -4.67888
O -3.48085 3.13840 3.03625
O -1.42025 -0.46620 0.23846
H -4.39097 4.48843 -3.21113
H -2.95513 4.08487 -2.42198
H 0.12439 -3.83313 3.29416
C 2.76335 -2.60161 -2.97678
C 2.48637 -1.98675 2.27955
H -0.58954 -3.67713 -0.01708
H -1.84029 -6.34320 0.64185
H -0.53662 -0.38094 2.58539
C 4.13575 3.05254 0.10456
C -0.29721 -4.83625 -3.27498
H 1.41648 -1.92836 2.06557
C -0.79007 -6.40651 0.93661
H -5.59839 4.72693 -0.97177
H 2.04459 -1.59861 -4.76796
H 0.76602 -5.09962 -3.25642
H -0.24207 7.29656 1.69107
H -0.56660 -5.57666 1.60908
O -1.55011 -7.82541 2.67908
H 4.73595 2.41363 -3.13648
C -0.55493 -1.52104 -0.19840
H -1.58881 0.40066 5.34424
H -2.04560 -4.42547 4.19580
H 1.84363 -4.71380 0.36800
H 4.50006 2.91389 1.12500
H -2.12002 -2.92298 0.37333
H 0.91132 5.58022 -3.40980
H 1.94426 -4.24213 4.70933
O 0.21373 6.30721 -1.59456
H 2.64374 -3.66904 -3.14493
O -3.93906 4.03929 0.11159
H -0.21176 4.52236 -2.55043
O -2.26971 1.44902 3.66630
H -5.05393 -3.32874 2.86503
H 0.41699 -7.73933 2.01214
H -0.81867 -8.52553 0.86610
C -4.49897 -1.65149 1.59113
H 3.59706 -2.40530 -2.29999
F 0.61271 1.18179 1.18342
H -0.37248 3.29270 -4.36693
H -3.84370 -0.86999 -3.43830
H -0.06043 -5.45612 4.02790
H 1.81420 3.40905 5.90059
F -2.78594 4.54457 5.42977
H -0.82424 -2.83583 1.51106
H -4.37287 -3.37650 -3.18059
H 3.47329 5.06638 6.18141
H -0.36286 -4.84274 -5.44015
O 3.99218 -2.47299 -5.03172
H -0.80416 0.11680 -5.72141
H -0.12866 -6.35022 0.07168
C 2.98516 -1.81959 -4.24959
H 3.68981 1.33151 -4.00281
H -4.22090 5.74493 -1.04045
O 2.64064 -7.32730 0.09027
C -3.83260 -2.79998 -2.43108
C -2.57832 3.20245 5.34937
O -1.37249 -3.96441 4.70662
C -1.24732 0.82035 -0.29820
H -1.64276 -1.25310 -4.15597
C -0.90211 -5.27811 -4.59109
C 2.16882 4.06169 5.09432
H -5.53767 -1.30518 1.52107
H 4.23920 5.21194 1.41383
C -1.03651 5.29153 1.66437
H 2.95800 4.17816 -3.16268
C -0.84779 2.31301 -4.40109
H 0.80468 1.09431 -3.53436
H -0.91352 5.73430 -0.22053
O 3.66490 3.84983 -5.01349
C -0.60289 -7.76010 1.61531
H 3.69205 -6.04580 1.37412
H 1.89466 3.09514 -4.04379
H 5.02846 3.15550 -0.51771
C 2.93968 3.35280 -3.88455
F 1.05833 0.85407 -0.91549
H -4.56390 -2.57616 -1.64662
H -1.50225 5.57087 -4.40336
H -0.34123 1.30195 4.47877
H -1.80924 5.45011 2.41323
C 3.45690 -6.19435 0.31236
C 0.12448 6.27386 1.82203
H -2.75145 -0.67436 1.34146
H -1.56127 3.40224 3.52024
H 0.97048 -4.46320 6.14926
H -1.80197 -1.15944 3.53050
H 0.88742 6.15150 1.05392
F -3.61499 2.60918 5.96372
C -4.33180 -2.51515 2.82551
O -2.17336 -2.04149 -3.93944
H 1.03403 6.79850 -1.69384
H -1.43278 -8.67630 3.11586
C 0.15706 1.40869 -0.06606
H -1.61304 2.08861 -3.65572
Y -4.27001 1.86986 1.25921
```

Results
- ΔE to the lowest compared entry with this formula, charge and spin (kJ/mol) = 31.3
- strongest force on any atom (eV/A) = 5.90
- net charge = +1
- frontier orbital gap (Eh) = 0.2402

---

[2]
Entry from the OMol25 dataset: a cluster of 2 separate species, Br3OP in total (ωB97M-V/def2-TZVPD).

XYZ file:
```
5
Properties=species:S:1:pos:R:3
Br 0.47516 -0.76295 -3.35935
P 0.22393 1.17481 -2.33625
O 0.24549 -0.97109 0.51908
Br 1.84686 0.84456 -0.84856
Br -0.35543 -1.20570 2.04611
```

Results
- ⟨S²⟩ = 2.009
- ΔE to the lowest compared entry with this formula, charge and spin (kJ/mol) = 111.8
- strongest force on any atom (eV/A) = 1.97
- frontier orbital gap (alpha / beta) (Eh) = 0.3158 / 0.2773
- spin multiplicity = 3